## a
Density functional theory data (ωB97M-V/def2-TZVPD) for a gas-phase ion, C2H7N4S (charge +1).

Each atom is followed by the atoms it is bonded to, with distances in Å.
Atoms and positions in Å:
1 C -1.264 0.753 -0.028  N3 1.252, N6 1.308, S7 1.946
2 C 2.157 0.007 0.092  N4 1.395, H8 1.062, H9 1.053, H10 1.129
3 N -0.057 0.880 -0.336  C1 1.252, N4 1.254
4 N 0.921 0.122 -0.544  C2 1.395, N3 1.254
5 N -0.330 -2.002 0.079  S7 1.725, H11 1.057, H12 1.084
6 N -2.207 1.659 -0.044  C1 1.308, H13 1.065, H14 0.958
7 S -1.802 -1.107 0.170  C1 1.946, N5 1.725
8 H 2.711 -0.781 -0.353  C2 1.062
9 H 2.173 -0.006 1.145  C2 1.053
10 H 2.568 0.987 -0.287  C2 1.129
11 H 0.079 -2.542 0.889  N5 1.057
12 H 0.005 -2.168 -0.939  N5 1.084
13 H -1.846 2.660 -0.103  N6 1.065
14 H -3.107 1.538 0.259  N6 0.958

For the molar mass, the calculation gives 119.2 g mol⁻¹. The HOMO energy (alpha / beta) is -13.42 / -13.42 eV. The charge is +1. The calculation puts the orbital gap (alpha / beta) at 0.286 / 0.286 Eh.

Löwdin population analysis, charges in e, atoms 1 to 6: -0.562, -0.049, 0.079, 0.010, -0.333, 0.146

=====

## b
Density functional theory data (ωB97M-V/def2-TZVPD) for a gas-phase ion, C2H7N4S (charge +1).

Each atom is followed by the atoms it is bonded to, with distances in Å.
Atoms and positions in Å:
1 C 0.279 0.759 -0.256  N5 1.492, N6 1.304, S7 1.733
2 C 1.971 -0.923 1.255  S7 1.857, H8 1.104, H9 1.038, H10 1.080
3 N -2.758 -0.911 -0.597  N4 1.230, H11 0.988
4 N -1.869 -0.075 -0.757  N3 1.230, N5 1.396
5 N -0.610 -0.440 -0.276  C1 1.492, N4 1.396, H12 1.044
6 N -0.212 1.808 -0.856  C1 1.304, H13 1.076, H14 1.008
7 S 1.896 0.705 0.365  C1 1.733, C2 1.857
8 H 2.171 -1.628 0.429  C2 1.104
9 H 1.092 -0.838 1.800  C2 1.038
10 H 2.815 -0.746 1.906  C2 1.080
11 H -3.673 -0.543 -0.639  N3 0.988
12 H -0.266 -1.426 -0.282  N5 1.044
13 H -1.225 1.643 -1.178  N6 1.076
14 H 0.388 2.615 -0.914  N6 1.008

For the molar mass, the calculation gives 119.2 g mol⁻¹. The HOMO energy is -14.38 eV. The charge is +1. The calculation puts the orbital gap at 0.365 Eh.

Löwdin population analysis, charges in e, atoms 1 to 6: -0.579, -0.275, 0.140, -0.096, 0.021, 0.141

=====

The structure with the greatest stability is b.

=====

## a
Density functional theory data (ωB97M-V/def2-TZVPD) for C4H7FN2 in the gas phase.

Each atom is followed by the atoms it is bonded to, with distances in Å.
Atoms and positions in Å:
1 C 0.254 -0.440 -0.161  C2 1.472, C3 1.480, N5 1.592, H8 1.101
2 C -0.513 0.131 0.959  C1 1.472, C4 1.319, H9 1.013
3 C 1.722 -0.437 0.031  C1 1.480, H10 1.138, H11 1.134, H12 1.202
4 C -1.830 0.196 0.935  C2 1.319, F7 1.362, H13 1.124
5 N -0.181 0.431 -1.421  C1 1.592, N6 1.175, H14 1.044
6 N -0.442 -0.068 -2.453  N5 1.175
7 F -2.308 1.106 1.830  C4 1.362
8 H -0.003 -1.422 -0.588  C1 1.101
9 H 0.051 0.694 1.584  C2 1.013
10 H 2.024 0.540 0.531  C3 1.138
11 H 2.139 -0.533 -1.018  C3 1.134
12 H 2.088 -1.366 0.701  C3 1.202
13 H -2.694 -0.295 0.410  C4 1.124
14 H -0.307 1.463 -1.340  N5 1.044

For the molar mass, the calculation gives 102.1 g mol⁻¹. The HOMO energy is -7.81 eV. The charge is 0. The calculation puts the orbital gap at 0.323 Eh.

Löwdin population analysis, charges in e, atoms 1 to 6: -0.381, -0.070, -0.095, -0.096, -0.197, 0.046

=====

## b
Density functional theory data (ωB97M-V/def2-TZVPD) for C4H7FN2 in the gas phase.

Each atom is followed by the atoms it is bonded to, with distances in Å.
Atoms and positions in Å:
1 H 0.785 2.334 0.212  N2 1.027
2 N 0.069 1.643 -0.046  H1 1.027, C3 1.299
3 C 0.673 0.492 -0.014  N2 1.299, C4 1.526, N6 1.441
4 C 2.169 0.199 0.042  C3 1.526, F5 1.386, H9 1.146, H10 1.167
5 F 2.490 -1.141 -0.110  C4 1.386
6 N -0.049 -0.734 0.211  C3 1.441, C7 1.480, H11 1.016
7 C -1.492 -0.990 0.006  N6 1.480, C8 1.333, H12 1.029
8 C -2.526 -0.150 -0.044  C7 1.333, H13 1.152, H14 1.017
9 H 2.609 0.585 1.027  C4 1.146
10 H 2.515 0.821 -0.882  C4 1.167
11 H 0.511 -1.538 -0.059  N6 1.016
12 H -1.694 -1.995 -0.081  C7 1.029
13 H -2.586 0.990 -0.199  C8 1.152
14 H -3.474 -0.518 -0.064  C8 1.017

For the molar mass, the calculation gives 102.1 g mol⁻¹. The HOMO energy is -8.78 eV. The charge is 0. The calculation puts the orbital gap at 0.355 Eh.

Löwdin population analysis, charges in e, atoms 1 to 6: 0.047, 0.120, -0.404, -0.152, -0.052, 0.051

=====

The structure with the greatest stability is b.

=====

## a
Density functional theory data (ωB97M-V/def2-TZVPD) for 2 unconnected molecules or ions with the total composition C2H9N2.

Each atom is followed by the atoms it is bonded to, with distances in Å.
Atoms and positions in Å:
1 N -1.289 -1.453 -0.228  H2 1.127, H3 1.021, H4 1.017, H5 1.025
2 H -0.257 -1.061 0.001  N1 1.127
3 H -1.459 -2.459 -0.267  N1 1.021
4 H -1.906 -1.126 0.510  N1 1.017
5 H -1.522 -1.012 -1.123  N1 1.025
6 C 0.312 1.599 -0.709  C7 1.367, H9 1.079, H10 1.086
7 C 0.339 0.856 0.438  C6 1.367, N8 1.412, H11 1.177
8 N 0.986 -0.395 0.532  C7 1.412, H12 1.006, H13 1.011
9 H 0.775 1.326 -1.644  C6 1.079
10 H 0.076 2.644 -0.531  C6 1.086
11 H -0.348 1.155 1.346  C7 1.177
12 H 1.215 -0.760 1.442  N8 1.006
13 H 1.636 -0.503 -0.235  N8 1.011

For the molar mass, the calculation gives 61.1 g mol⁻¹. The multiplicity is 2. The HOMO energy (alpha / beta) is -2.52 / -6.99 eV. The charge is 0. The calculation puts the orbital gap (alpha / beta) at 0.100 / 0.262 Eh.

Löwdin population analysis, charges in e, atoms 1 to 6: 0.194, 0.034, 0.116, 0.089, 0.083, -0.175

=====

## b
Density functional theory data (ωB97M-V/def2-TZVPD) for 2 unconnected molecules or ions with the total composition C2H9N2.

Each atom is followed by the atoms it is bonded to, with distances in Å.
Atoms and positions in Å:
1 C 0.506 0.997 -0.879  N2 1.486, H3 1.102, H4 1.130, H5 1.082
2 N 1.089 2.299 -1.295  C1 1.486, H6 1.005, H7 1.042
3 H -0.374 0.779 -1.506  C1 1.102
4 H 0.246 1.161 0.208  C1 1.130
5 H 1.313 0.290 -1.020  C1 1.082
6 H 0.979 2.388 -2.290  N2 1.005
7 H 0.445 3.043 -0.949  N2 1.042
8 C -0.323 -1.332 1.393  N9 1.258, H10 1.063, H11 1.124
9 N -1.195 -2.199 1.127  C8 1.258, H12 1.011, H13 1.065
10 H -0.213 -1.065 2.415  C8 1.063
11 H 0.505 -1.099 0.669  C8 1.124
12 H -1.186 -2.647 0.221  N9 1.011
13 H -1.792 -2.616 1.905  N9 1.065

For the molar mass, the calculation gives 61.1 g mol⁻¹. The multiplicity is 2. The HOMO energy (alpha / beta) is -5.40 / -9.32 eV. The charge is 0. The calculation puts the orbital gap (alpha / beta) at 0.238 / 0.382 Eh.

Löwdin population analysis, charges in e, atoms 1 to 6: -0.215, -0.100, 0.070, 0.075, 0.053, 0.034

=====

The structure with the greatest stability is b.